{"formula": "C27H37N5O4Re", "method": "wB97M-V/def2-TZVPD", "elements": ["Re", "C", "N", "C", "C", "O", "C", "O", "C", "C", "O", "N", "C", "C", "H", "H", "H", "H", "H", "H", "H", "H", "H", "H", "H", "H", "H", "H", "H", "H", "C", "C", "C", "C", "C", "C", "N", "C", "C", "C", "C", "C", "N", "C", "C", "C", "C", "C", "C", "N", "H", "H", "H", "H", "H", "H", "H", "H", "H", "H", "H", "H", "H", "H", "H", "C", "C", "O", "H", "H", "H", "H", "H", "H"], "positions_angstrom": [[-0.15800, -0.29599, 0.02382], [4.93080, 1.50848, 0.40443], [3.92886, 0.45003, 0.64057], [4.42017, -0.74740, 1.34605], [2.68890, 0.57398, 0.28803], [1.82643, -0.35711, 0.50361], [2.20561, 1.83714, -0.40874], [0.78098, 1.67959, -0.56084], [-0.03240, 2.85819, -0.42817], [-1.43904, 2.37803, -0.09728], [-1.57503, 1.12062, 0.19455], [-2.44100, 3.19197, -0.07234], [-3.80233, 2.74640, 0.28212], [-2.31317, 4.64553, -0.30336], [5.01344, 2.14482, 1.28536], [5.89006, 1.02845, 0.22534], [4.68476, 2.10052, -0.47325], [4.96213, -0.42245, 2.23345], [3.59216, -1.38860, 1.62673], [5.10788, -1.28508, 0.69406], [2.42865, 2.72443, 0.18591], [2.66208, 1.95417, -1.39311], [0.34580, 3.49743, 0.37464], [-0.00834, 3.41721, -1.36480], [-3.83470, 1.66816, 0.37994], [-4.08632, 3.22007, 1.22114], [-4.48233, 3.07591, -0.50104], [-1.37444, 4.89691, -0.78574], [-3.13208, 4.95996, -0.94637], [-2.38906, 5.16492, 0.65133], [1.39137, 1.45868, 2.84351], [0.16276, 0.66576, 3.14413], [-0.35129, 0.78019, 4.43501], [-1.51767, 0.14413, 4.79293], [-2.14926, -0.63512, 3.83532], [-1.58480, -0.75521, 2.58589], [-0.43397, -0.11223, 2.20989], [-2.10397, -1.73498, 1.62805], [-3.16255, -2.59747, 1.84152], [-3.34742, -3.66008, 0.96630], [-2.41914, -3.89677, -0.04050], [-1.39686, -2.98705, -0.22478], [-1.33289, -1.86546, 0.52414], [-0.25877, -3.12205, -1.12988], [-0.05568, -4.26946, -1.86341], [1.05924, -4.35161, -2.68625], [1.86536, -3.24027, -2.78460], [1.59888, -2.08698, -2.04644], [2.44769, -0.89280, -2.34973], [0.58465, -2.04780, -1.15355], [1.54684, 2.20308, 3.62016], [1.28767, 1.99420, 1.90281], [2.27318, 0.82137, 2.81978], [0.17800, 1.39545, 5.14912], [-1.92640, 0.24221, 5.79038], [-3.05619, -1.16575, 4.08202], [-3.81400, -2.48420, 2.69493], [-4.17439, -4.34375, 1.11233], [-2.49543, -4.78374, -0.65199], [-0.74624, -5.09656, -1.79190], [1.26634, -5.24619, -3.25923], [2.71012, -3.23608, -3.46033], [2.79109, -0.95617, -3.38112], [3.34129, -0.86539, -1.72630], [1.88793, 0.03359, -2.25822], [-1.73896, -0.22430, -4.25810], [-1.89198, -0.41851, -2.77500], [-0.64679, 0.01511, -2.08050], [-2.64462, -0.57053, -4.75753], [-0.89895, -0.79685, -4.65039], [-1.61808, 0.82975, -4.51790], [-2.00233, -1.46464, -2.50041], [-2.71121, 0.16162, -2.34927], [-0.31299, 0.81658, -2.50694]], "atomic_forces_ev_per_a": [[0.46, 0.29, -0.17], [0.03, -0.02, -0.01], [-0.04, 0.01, -0.01], [0.03, -0.03, 0.04], [-0.13, 0.02, -0.17], [-0.09, -0.09, 0.07], [0.06, -0.06, 0.08], [-0.18, -0.17, 0.11], [-0.07, 0.02, -0.03], [0.13, 0.01, -0.05], [0.01, -0.12, -0.02], [0.03, -0.02, 0.00], [-0.02, 0.00, 0.02], [-0.01, 0.00, -0.01], [0.01, 0.00, 0.00], [0.00, 0.00, 0.01], [0.00, 0.02, 0.01], [0.00, 0.00, -0.01], [0.01, 0.00, 0.00], [0.00, 0.01, 0.00], [-0.01, 0.00, 0.02], [0.02, -0.01, 0.02], [0.00, -0.01, 0.01], [0.00, 0.02, 0.01], [0.00, 0.00, 0.01], [-0.01, 0.01, -0.01], [0.00, 0.00, 0.00], [0.01, 0.01, 0.01], [0.00, 0.00, 0.00], [-0.01, 0.00, 0.00], [0.01, 0.06, -0.08], [0.00, 0.05, 0.00], [-0.03, -0.02, -0.03], [0.01, 0.02, 0.02], [-0.01, 0.01, -0.03], [-0.01, 0.01, 0.07], [-0.15, -0.06, -0.09], [-0.06, -0.04, 0.00], [0.04, 0.04, 0.02], [-0.01, -0.02, -0.02], [0.03, 0.03, -0.02], [-0.04, -0.04, -0.01], [0.08, 0.08, 0.11], [0.02, -0.06, -0.05], [0.02, 0.03, 0.02], [-0.01, 0.01, 0.00], [-0.01, 0.00, 0.03], [0.06, -0.01, -0.04], [0.02, 0.05, 0.02], [-0.17, 0.05, -0.10], [0.01, -0.01, 0.01], [0.04, -0.02, -0.03], [0.04, -0.03, -0.03], [0.01, 0.00, 0.00], [0.00, 0.00, 0.00], [0.00, 0.00, 0.00], [0.00, 0.00, 0.00], [0.00, 0.00, 0.00], [0.00, 0.00, 0.00], [0.00, -0.01, 0.00], [0.00, 0.00, 0.01], [0.01, 0.01, 0.00], [0.00, -0.01, 0.02], [0.01, 0.01, 0.03], [0.01, 0.02, 0.07], [0.02, 0.00, 0.02], [0.00, 0.02, 0.04], [-0.13, 0.04, 0.19], [-0.01, 0.00, 0.01], [-0.01, 0.00, -0.01], [0.01, 0.00, 0.00], [-0.01, -0.03, -0.01], [-0.02, -0.04, -0.02], [0.01, -0.03, -0.04]], "mulliken_charge": [2.23, -0.98, 0.37, -0.92, 0.91, -1.25, -1.92, -0.20, -1.27, 0.89, -0.50, 0.10, -0.89, -0.90, 0.33, 0.39, 0.43, 0.43, 0.29, 0.41, 0.61, 0.62, 0.55, 0.64, 0.26, 0.39, 0.35, 0.39, 0.34, 0.37, -0.73, 0.75, -0.92, -1.02, -0.75, 0.89, 0.23, 0.72, -1.06, -0.97, -1.02, 0.59, 0.30, 0.76, -0.82, -1.02, -0.96, 0.98, -1.09, 0.45, 0.72, -0.40, 0.22, 0.56, 0.51, 0.47, 0.55, 0.54, 0.51, 0.46, 0.50, 0.61, 0.74, 0.29, -0.26, -1.30, -0.11, -0.39, 0.46, 0.33, 0.40, 0.19, 0.29, 0.31], "multiplicity": 2, "gap_ev": [7.555, 6.330], "lumo_ev": [-12.3, -13.5], "largest_force_ha_per_bohr": 0.0111, "total_charge": 4, "relative_energy_kj_mol": 57.94}



{"formula": "C3H9N3O2", "method": "wB97M-V/def2-TZVPD", "elements": ["C", "C", "C", "H", "H", "H", "H", "H", "H", "H", "H", "H", "N", "N", "N", "O", "O"], "positions_angstrom": [[-0.31342, -0.45278, 1.49926], [-1.13343, -0.58053, 0.05145], [1.10036, -0.05799, -1.18280], [-1.81284, 0.75317, 2.15206], [-0.46260, -1.44844, 2.11284], [0.74763, -0.40560, 1.28356], [-1.53335, 0.52138, 0.01764], [-1.73167, -1.42982, 0.12299], [-0.43155, -1.18040, -1.89263], [1.47233, -0.91569, -2.96703], [2.20024, 1.33840, -0.38397], [-0.53505, 1.45785, 0.56034], [-0.04540, -0.83571, -0.92590], [1.74071, -0.08743, -2.43454], [1.36551, 0.82592, -0.02994], [-0.87392, 0.78279, 2.14980], [0.24644, 1.71489, -0.13313]], "atomic_forces_ev_per_a": [[-3.26, -1.99, 0.25], [4.57, 3.06, 2.26], [0.08, -0.76, -3.61], [-1.31, -0.51, 0.12], [-0.18, 2.17, -0.79], [-0.46, 0.69, 0.66], [-0.58, -2.85, -0.92], [-1.52, -0.90, -0.34], [0.98, 0.78, 2.68], [-0.44, 0.15, 0.25], [-0.86, 0.27, 0.66], [3.62, 0.98, -1.17], [-1.37, -0.86, -3.38], [-1.32, 0.69, 6.12], [0.90, -0.24, -3.76], [2.77, -1.42, -0.41], [-1.61, 0.74, 1.38]], "mulliken_charge": [-0.33, -0.85, 0.52, 0.33, 0.32, 0.43, 0.39, 0.36, 0.25, 0.22, 0.37, 0.36, -0.30, -0.72, -0.32, -0.55, -0.48], "gap_ev": 9.491, "lumo_ev": 0.6, "smiles": "[H]/N=C(/NO)NCCO", "largest_force_ha_per_bohr": 0.1224, "total_charge": 0, "relative_energy_kj_mol": 659.45}